[1]
C19H21NO4 | ωB97M-V/def2-TZVPD

The spin multiplicity is 1. As for the lowest unoccupied orbital energy: 0.026 Eh. The total charge is 0. The calculation puts the total energy at -29723.7190 eV. For the HOMO energy, the calculation gives -8.058 eV. The value obtained for the energy above the lowest of the compared OMol25 structures with the same formula, charge and spin is 36.6 kcal per mole. Its orbital gap is 8.772 eV. As for the SMILES: COc1ccc(CCN2C(=O)[C@@H]3[C@H](C2=O)[C@H]2C=C[C@@H]3C2)cc1OC.

Each line ends with the natural charge from an NBO analysis.
CARTESIAN COORDINATES (ANGSTROEM)
1 C -3.75314 -2.46004 -1.43092  -0.2496
2 O -3.68989 -1.45362 -0.45399  -0.5234
3 C -2.77181 -0.44054 -0.60739  0.2753
4 C -1.90783 -0.36130 -1.69110  -0.2931
5 C -0.99647 0.67386 -1.82030  -0.2338
6 C -0.93025 1.67267 -0.86369  -0.0281
7 C 0.06383 2.79391 -0.98301  -0.4325
8 C 1.07856 2.78809 0.16524  -0.2179
9 N 1.75860 1.51391 0.29254  -0.4791
10 C 1.66144 0.73970 1.43266  0.7172
11 O 1.00446 1.02841 2.39714  -0.5731
12 C 2.52855 -0.48531 1.23841  -0.3081
13 C 3.11272 -0.33724 -0.16845  -0.3084
14 C 2.56807 0.97797 -0.68592  0.7147
15 O 2.79244 1.49316 -1.75001  -0.5818
16 C 2.52832 -1.56511 -0.92083  -0.2537
17 C 3.20096 -2.75721 -0.28375  -0.1833
18 C 2.70500 -2.88907 0.93996  -0.1933
19 C 1.69052 -1.78954 1.14035  -0.2519
20 C 1.13818 -1.66505 -0.28307  -0.3993
21 C -1.79202 1.59966 0.21929  -0.2381
22 C -2.70994 0.56652 0.37544  0.2611
23 O -3.47574 0.67966 1.49552  -0.4950
24 C -4.34964 -0.34784 1.90210  -0.2387
25 H -4.01913 -2.05587 -2.41318  0.1769
26 H -4.53856 -3.13733 -1.09768  0.1996
27 H -2.81026 -3.01210 -1.50681  0.1746
28 H -1.93497 -1.11904 -2.45739  0.2183
29 H -0.33737 0.69552 -2.67547  0.2175
30 H -0.45262 3.75596 -0.96416  0.2209
31 H 0.60053 2.70799 -1.92842  0.2338
32 H 1.82903 3.56550 -0.00762  0.2142
33 H 0.58452 2.96174 1.12368  0.2353
34 H 3.26174 -0.54594 2.04395  0.2456
35 H 4.20229 -0.32679 -0.22278  0.2448
36 H 2.58819 -1.48512 -2.00238  0.2347
37 H 3.98156 -3.32719 -0.75199  0.2175
38 H 2.98643 -3.59253 1.70112  0.2191
39 H 0.97988 -1.91366 1.95216  0.2372
40 H 0.50858 -0.79159 -0.44016  0.2276
41 H 0.60240 -2.55859 -0.59952  0.2215
42 H -1.77840 2.35503 0.98896  0.2248
43 H -5.17162 -0.48583 1.19646  0.1824
44 H -4.74675 -0.01670 2.86184  0.1880
45 H -3.82489 -1.29629 2.03494  0.1794

=====

[2]
C19H21NSV | ωB97M-V/def2-TZVPD

The spin multiplicity is 2. As for the lowest unoccupied orbital energy (alpha / beta): -0.319 / -0.298 Eh. The total charge is +2. The calculation puts the total energy at -58040.2561 eV. For the HOMO energy (alpha / beta), the calculation gives -15.195 / -15.240 eV. Its orbital gap (alpha / beta) is 6.521 / 7.133 eV.

Each line ends with the Löwdin spin population.
CARTESIAN COORDINATES (ANGSTROEM)
1 V 0.04730 -0.09650 0.36740  1.2186
2 C -0.94530 -0.49180 2.20180  -0.0345
3 C -1.07910 0.89460 1.91610  -0.0203
4 C -1.97760 1.02090 0.79280  -0.0459
5 C -2.39520 -0.28240 0.40780  -0.0249
6 C -1.69970 -1.22330 1.22470  -0.0348
7 C -1.78140 -2.70450 1.15100  0.0000
8 C -3.52610 -0.56160 -0.50770  -0.0027
9 C -2.52010 2.29170 0.26460  -0.0069
10 C -0.55550 2.05630 2.68500  0.0030
11 C -0.14200 -1.13530 3.27440  -0.0086
12 H -2.28970 -3.11080 2.02870  -0.0018
13 H -0.77840 -3.14790 1.13040  -0.0002
14 H -2.32010 -3.03410 0.26550  0.0001
15 H -4.45530 -0.41970 0.05390  -0.0016
16 H -3.52010 -1.57960 -0.88650  0.0000
17 H -3.56920 0.14390 -1.33320  -0.0005
18 H -3.44970 2.51730 0.79610  -0.0041
19 H -2.76520 2.21970 -0.79350  -0.0009
20 H -1.83910 3.12580 0.42470  -0.0004
21 H -1.39090 2.58070 3.15780  -0.0006
22 H -0.06130 2.77490 2.01920  0.0001
23 H 0.13850 1.76020 3.47120  0.0001
24 H -0.80900 -1.63850 3.98120  -0.0036
25 H 0.45400 -0.41750 3.83910  0.0001
26 H 0.51140 -1.91500 2.85990  -0.0019
27 S 1.34590 0.00000 -3.77370  -0.0078
28 C -0.37270 0.02320 -3.88030  -0.0019
29 C -0.98900 0.05210 -2.66430  -0.0009
30 C -0.08880 0.03970 -1.57800  -0.0177
31 C 1.24520 0.01500 -2.06040  -0.0133
32 C 2.34270 0.01440 -1.13800  0.0092
33 C 3.70210 0.00540 -1.46260  -0.0041
34 C 4.62620 0.00360 -0.43470  0.0053
35 C 4.18590 0.01550 0.88910  -0.0040
36 C 2.82480 0.02720 1.13510  0.0046
37 N 1.92720 0.02230 0.15070  0.0029
38 H -0.83280 0.00500 -4.85260  -0.0002
39 H -2.06070 0.06160 -2.56810  -0.0002
40 H 4.00430 0.00010 -2.49860  -0.0002
41 H 5.68140 -0.00490 -0.65590  0.0003
42 H 4.88980 0.01620 1.70560  -0.0003
43 H 2.44350 0.04900 2.15450  0.0004

=====

[3]
C19H22BCoF4N6 | ωB97M-V/def2-TZVPD

The spin multiplicity is 5. As for the lowest unoccupied orbital energy (alpha / beta): -0.032 / -0.079 Eh. The total charge is 0. The calculation puts the total energy at -78178.7631 eV. For the HOMO energy (alpha / beta), the calculation gives -8.953 / -8.980 eV. The value obtained for the energy above the lowest of the compared OMol25 structures with the same formula, charge and spin is 5.1 kcal per mole. Its orbital gap (alpha / beta) is 8.086 / 6.822 eV.

Each line ends with the Löwdin spin population.
CARTESIAN COORDINATES (ANGSTROEM)
1 Co 1.54919 0.05197 -0.96748  2.7821
2 N 0.21497 -1.21994 -0.61445  0.7215
3 C -0.94978 -1.58001 -0.92678  0.1190
4 C -1.13956 -2.70791 -1.88627  0.0429
5 C -0.21136 -2.90742 -2.90741  0.0065
6 C -0.35700 -3.97545 -3.77542  0.0011
7 C -1.41874 -4.85809 -3.61518  0.0003
8 C -2.33521 -4.67160 -2.58839  0.0033
9 C -2.20101 -3.59440 -1.72506  0.0047
10 C -2.10775 -0.86493 -0.32076  0.0436
11 C -3.25554 -0.63549 -1.07714  0.0044
12 C -4.29570 0.10374 -0.53754  0.0038
13 C -4.19915 0.59836 0.75795  -0.0005
14 C -3.05338 0.37059 1.51142  0.0010
15 C -2.00135 -0.34863 0.96971  0.0048
16 H 0.61287 -2.21573 -3.02570  0.0026
17 H 0.35746 -4.12193 -4.57520  0.0002
18 H -1.53150 -5.69525 -4.29344  0.0000
19 H -3.15603 -5.36548 -2.45799  0.0004
20 H -2.90925 -3.44992 -0.91831  0.0002
21 H -3.32312 -1.01465 -2.08957  0.0001
22 H -5.18040 0.29781 -1.12959  0.0005
23 H -5.01746 1.17082 1.17851  -0.0001
24 H -2.98040 0.75912 2.52101  0.0002
25 H -1.08928 -0.50259 1.53352  0.0018
26 N -0.87604 4.69256 -4.80121  0.0111
27 C -0.27476 4.14174 -3.97928  0.0022
28 N 0.44357 3.58879 -3.01730  0.0257
29 C 0.63314 2.44659 -2.57412  0.0289
30 N 0.84242 1.39057 -2.08798  0.0518
31 C 2.82573 2.31160 3.21077  0.0007
32 C 1.38409 1.83730 3.00638  0.0023
33 C 0.41184 2.96008 3.33653  0.0003
34 C 1.09813 0.62888 3.89191  0.0003
35 N 1.09400 1.48069 1.60077  0.0047
36 N 2.03242 0.57196 1.01687  0.0571
37 H 2.97005 2.66065 4.23561  0.0000
38 H 3.05915 3.14073 2.53572  0.0000
39 H 3.54771 1.51031 3.03507  0.0003
40 H 0.51287 3.25063 4.38354  0.0001
41 H -0.61783 2.63908 3.15858  0.0000
42 H 0.61024 3.84360 2.72110  0.0000
43 H 1.26034 0.88842 4.94056  0.0000
44 H 1.75934 -0.21426 3.66807  0.0002
45 H 0.06090 0.30254 3.77241  0.0000
46 H 1.09252 2.31420 1.02597  0.0001
47 H 2.03713 -0.28060 1.55930  0.0019
48 H 2.98760 0.92152 1.00539  0.0015
49 F 3.22084 -1.11454 -1.18311  0.0389
50 B 4.29316 -0.11977 -0.94277  0.0018
51 F 3.58651 1.12523 -1.08477  0.0241
52 F 5.28364 -0.27840 -1.86336  0.0012
53 F 4.69972 -0.26308 0.38889  0.0003

=====

[4]
C19H22BrFeN | ωB97M-V/def2-TZVPD

The spin multiplicity is 5. As for the lowest unoccupied orbital energy (alpha / beta): 0.196 / 0.196 Eh. The total charge is -2. The calculation puts the total energy at -125975.7754 eV. For the HOMO energy (alpha / beta), the calculation gives 0.498 / 0.074 eV. The value obtained for the energy above the lowest of the compared OMol25 structures with the same formula, charge and spin is 13.6 kcal per mole. Its orbital gap (alpha / beta) is 4.842 / 5.261 eV.

Each line ends with the Löwdin spin population.
CARTESIAN COORDINATES (ANGSTROEM)
1 C -0.66734 -0.42280 -2.12327  0.0570
2 C -1.19784 0.84234 -1.76806  0.0374
3 C -0.08957 1.73869 -1.53354  0.0117
4 H -2.25275 1.09970 -1.76715  0.0031
5 C 1.12446 0.98417 -1.70879  0.0161
6 C 0.75857 -0.34868 -2.06820  0.0544
7 H 1.46086 -1.11117 -2.37924  0.0045
8 H -1.25895 -1.26412 -2.46334  0.0041
9 H -0.14092 2.80436 -1.36822  0.0021
10 H 2.12563 1.38853 -1.76276  0.0008
11 Fe -0.00666 0.35530 0.13590  3.5111
12 Br -1.59592 1.76765 1.05398  0.0768
13 C 0.26126 -1.25279 1.92942  0.0094
14 C 1.00933 -1.79731 0.84480  0.0185
15 C 0.07710 -2.27669 -0.12403  0.0475
16 H 2.08863 -1.98654 0.85973  0.0001
17 C -1.23792 -1.92832 0.30570  0.0381
18 C -1.13145 -1.28785 1.57656  0.0269
19 H -1.96716 -1.01491 2.22126  0.0026
20 H 0.66868 -1.04447 2.92040  0.0011
21 H 0.33381 -2.90090 -0.97978  0.0034
22 H -2.17501 -2.17433 -0.18829  0.0021
23 C 1.78240 4.65589 -1.43661  0.0005
24 N 2.48569 4.55315 -0.20158  0.0000
25 C 2.49569 5.74024 0.59727  0.0001
26 C 2.89153 3.29090 0.32693  0.0006
27 C 2.23554 2.88996 1.63279  0.0075
28 C 2.64703 3.61997 2.76782  0.0026
29 C 2.19729 3.34766 4.04332  -0.0016
30 C 1.32621 2.27847 4.21730  0.0017
31 C 0.85103 1.59645 3.06024  0.0043
32 C 1.28769 1.86737 1.77120  0.0536
33 H 2.05150 5.61729 -1.89000  0.0000
34 H 0.68844 4.65479 -1.27559  0.0002
35 H 2.05252 3.83632 -2.11216  0.0005
36 H 1.62084 5.79383 1.27882  0.0000
37 H 3.42456 5.83327 1.18082  0.0001
38 H 2.44488 6.57392 -0.11756  0.0000
39 H 2.72204 2.52653 -0.44612  -0.0005
40 H 3.99378 3.36355 0.48340  0.0001
41 H 3.33773 4.45110 2.61874  0.0008
42 H 2.54891 3.94493 4.87218  -0.0002
43 H 1.02259 1.94242 5.19379  0.0006
44 H 0.08817 0.85093 3.22485  0.0003